Entry 1:
{
  "formula": "C5H8S",
  "method": "wB97M-V/def2-TZVPD",
  "elements": ["S", "C", "C", "C", "C", "C", "H", "H", "H", "H", "H", "H", "H", "H"],
  "coordinates": [[-2.9549, -1.0782, 0.0447], [-0.2538, -0.8207, -0.1542], [-1.6015, -0.1596, -0.0916], [0.8455, -0.1345, 0.0370], [-1.6750, 1.3478, -0.0630], [2.2463, -0.7254, 0.0146], [2.7498, -0.7434, -0.9939], [0.7500, 0.8636, 0.3639], [2.9239, -0.1502, 0.6930], [-0.9338, 1.8630, -0.6743], [-0.3081, -1.8609, -0.3595], [2.2666, -1.7005, 0.4254], [-1.3892, 1.5266, 0.9878], [-2.6657, 1.7726, -0.2300]],
  "forces_ev_per_angstrom": [[0.58, 0.36, -0.15], [-2.22, 0.90, -0.20], [-0.22, -0.59, -0.32], [1.89, -0.96, 0.13], [0.40, -0.24, 0.85], [0.80, 1.57, -0.18], [-0.74, 0.10, 0.89], [0.09, 1.17, -0.04], [-0.52, -0.18, -0.63], [-0.04, -0.21, -0.13], [0.22, -0.80, -0.16], [-0.19, -1.23, 0.12], [-0.16, 0.51, -0.18], [0.10, -0.39, 0.01]],
  "lowdin_charge": [0.694, -0.161, -0.804, -0.139, -0.143, -0.084, 0.094, 0.083, 0.080, 0.076, 0.088, 0.052, 0.095, 0.071],
  "total_charge": 0,
  "homo_ev": -8.5,
  "e_above_lowest_kj_mol": 84.0,
  "homo_lumo_gap_ev": 8.153,
  "smiles": "C/C=C/C(C)=S",
  "energy_ha": -593.4562
}


Entry 2:
{
  "formula": "C5H8S",
  "method": "wB97M-V/def2-TZVPD",
  "elements": ["S", "C", "C", "C", "C", "C", "H", "H", "H", "H", "H", "H", "H", "H"],
  "coordinates": [[-0.8220, 0.8146, -0.5337], [0.0221, -0.8246, -0.6391], [1.1288, -0.8208, -1.6824], [0.3805, -0.0921, 1.6780], [-0.4743, 1.1077, 1.2610], [0.4870, -1.0720, 0.7757], [0.7402, -0.1806, 2.7159], [1.9183, -1.5491, -1.4484], [-1.5093, 1.2837, 1.7571], [0.7275, -1.0258, -2.7013], [-0.7075, -1.5748, -0.9406], [1.6042, 0.1927, -1.6965], [0.9492, -2.0119, 1.0421], [0.1641, 2.0438, 1.4522]],
  "forces_ev_per_angstrom": [[0.11, 0.02, 0.34], [-0.34, 0.19, 0.51], [0.65, 0.81, -0.55], [-1.44, -0.29, 0.05], [0.28, 1.11, 0.36], [0.34, 0.65, 0.35], [-0.19, 0.06, -0.63], [-0.30, 0.03, -0.11], [1.96, -0.67, -0.40], [0.30, 0.14, 0.71], [-0.21, -0.03, 0.17], [-0.27, -0.87, -0.05], [0.23, -0.11, -0.19], [-1.12, -1.05, -0.56]],
  "lowdin_charge": [0.840, -0.636, -0.140, -0.163, -0.464, -0.148, 0.106, 0.073, 0.090, 0.081, 0.093, 0.077, 0.105, 0.086],
  "total_charge": 0,
  "homo_ev": -8.5,
  "e_above_lowest_kj_mol": 45.1,
  "homo_lumo_gap_ev": 9.486,
  "smiles": "C[C@H]1C=CCS1",
  "energy_ha": -593.4710
}


Entry 3:
{
  "formula": "C5H8S",
  "method": "wB97M-V/def2-TZVPD",
  "elements": ["S", "C", "C", "C", "C", "C", "H", "H", "H", "H", "H", "H", "H", "H"],
  "coordinates": [[0.3542, 2.2595, -1.0085], [0.1319, 0.8741, -2.1759], [1.1317, 1.3341, 0.3832], [0.2357, 0.2293, 0.8813], [-1.1311, -1.9463, 1.6601], [-0.4417, -0.6995, 1.2417], [0.9176, 0.8694, -2.9321], [-0.2937, -2.6035, 1.8731], [-1.8565, -1.8334, 2.4376], [1.2151, 1.9341, 1.2690], [-0.8460, 1.0078, -2.6606], [2.1471, 1.0621, -0.0913], [-1.6484, -2.3978, 0.7550], [0.0839, -0.0898, -1.6328]],
  "forces_ev_per_angstrom": [[-0.25, -0.18, 0.30], [-0.40, -0.14, 0.20], [-0.19, -1.33, -0.98], [1.00, 0.01, -0.83], [0.51, 0.15, -2.47], [-0.25, 0.08, 0.09], [-0.05, -0.10, 0.12], [-0.32, -0.48, 0.60], [-0.12, 0.07, 0.61], [0.58, 0.98, -0.05], [0.38, 0.02, 0.09], [-1.52, -0.21, 1.50], [0.48, 0.56, 1.05], [0.14, 0.57, -0.24]],
  "lowdin_charge": [0.751, -0.412, -0.494, -0.126, -0.097, -0.093, 0.025, 0.072, 0.059, 0.057, 0.030, 0.099, 0.096, 0.034],
  "total_charge": 0,
  "homo_ev": -8.6,
  "e_above_lowest_kj_mol": 186.3,
  "homo_lumo_gap_ev": 9.504,
  "smiles": "CC#CCSC",
  "energy_ha": -593.4173
}